Record 1
Below is a cluster of 2 separate species, C4H12 in total, with properties calculated with ωB97M-V/def2-TZVPD.

Element x y z (Å)
C (-1.4255, -0.9138, -0.8091)
C (-2.3250, 0.1650, -1.2917)
H (-0.3672, -0.7154, -0.5331)
H (-1.9108, -1.2142, 0.1779)
H (-1.4147, -1.8314, -1.3962)
H (-2.7595, 0.8477, -0.5696)
H (-2.9327, -0.2474, -2.1010)
H (-1.6115, 0.8146, -1.9277)
C (1.4240, 0.3372, 1.6839)
C (2.2494, 0.3798, 0.3996)
H (2.0935, 0.0493, 2.5059)
H (0.9838, 1.2919, 1.9705)
H (0.5869, -0.3609, 1.6276)
H (3.2145, 0.8444, 0.6210)
H (1.7893, 1.1297, -0.2771)
H (2.4057, -0.5766, -0.0808)

## Properties
HOMO-LUMO gap (spin up / spin down) ... 11.62 / 3.38 eV
Highest occupied orbital energy (spin up / spin down) ... -15.1216 / -14.9636 eV
Total charge ... +1
Spin multiplicity ... 2
Energy relative to the best compared isomer or geometry (same formula, charge and spin) ... 15.2 kcal per mole


Record 2
Below is a structure of composition C4H12B2CoF8O4, with properties calculated with ωB97M-V/def2-TZVPD.

Element x y z (Å)
Co (0.1578, 0.4211, 0.1470)
B (-2.9660, -0.7215, 0.5755)
F (-2.9942, -0.9845, 1.9086)
F (-3.9601, 0.1841, 0.3378)
F (-1.7892, -0.0498, 0.2349)
F (-3.0921, -1.8557, -0.2055)
B (0.3023, 2.6036, 1.5161)
F (1.0780, 2.9994, 2.5899)
F (0.9456, 2.3927, 0.3854)
F (-0.2855, 1.4267, 1.9082)
F (-0.6482, 3.5407, 1.3207)
C (1.5898, -1.8676, 1.4176)
C (2.6396, -0.7130, 1.4001)
O (2.2397, 0.2461, 0.3561)
O (0.3240, -1.2734, 1.6010)
H (1.9168, -2.5689, 2.1853)
H (1.5536, -2.3981, 0.4661)
H (3.6080, -1.1256, 1.1175)
H (2.7720, -0.1165, 2.3028)
H (2.8919, 0.9417, 0.4675)
H (-0.2315, -1.9803, 1.9378)
C (-0.3024, -0.6555, -2.6576)
C (-1.1728, 0.5888, -2.5358)
O (-0.8801, 1.5454, -1.4929)
O (0.4037, -0.8279, -1.4793)
H (0.2906, -0.5360, -3.5644)
H (-0.9508, -1.5237, -2.7754)
H (-2.2212, 0.2972, -2.4721)
H (-1.1584, 1.0654, -3.5160)
H (-1.1474, 2.4166, -1.7949)
H (1.0867, -1.4713, -1.6820)

## Properties
HOMO-LUMO gap (spin up / spin down) ... 10.63 / 10.62 eV
Highest occupied orbital energy (spin up / spin down) ... -11.2223 / -11.2192 eV
Spin multiplicity ... 4
Energy relative to the best compared isomer or geometry (same formula, charge and spin) ... 23.1 kcal per mole


Record 3
Below is a structure of composition C4H12BF4KO2, with properties calculated with ωB97M-V/def2-TZVPD.

Element x y z (Å)
K (-2.6171, -0.5396, 1.8699)
B (-5.1538, 0.0211, -2.1641)
F (-4.2332, -0.9217, -1.8947)
F (-5.1644, 0.3580, -3.4584)
F (-6.4204, -0.3958, -1.8326)
F (-4.8552, 1.0778, -1.4122)
C (2.5785, -1.7592, 3.1863)
C (2.0469, -3.0586, 2.5625)
O (0.6308, -3.2256, 2.8299)
H (3.5002, -1.3775, 2.7469)
H (2.8151, -1.8046, 4.2493)
H (1.8991, -0.9209, 3.0326)
H (2.6531, -3.9332, 2.7983)
H (2.1492, -3.0524, 1.4773)
H (0.4459, -4.0341, 3.3134)
C (1.1083, 2.7263, -2.7945)
C (0.8511, 2.9074, -1.3255)
O (0.9544, 1.6110, -0.7553)
H (0.4187, 2.0408, -3.2870)
H (2.0994, 2.3316, -3.0181)
H (0.9938, 3.7537, -3.1399)
H (-0.1928, 3.1656, -1.1473)
H (1.6044, 3.5996, -0.9495)
H (1.8879, 1.4301, -0.8874)

## Properties
HOMO-LUMO gap ... 8.14 eV
Highest occupied orbital energy ... -9.7223 eV
Energy relative to the best compared isomer or geometry (same formula, charge and spin) ... 71.1 kcal per mole


Record 4
Below is a cluster of 2 separate species, C4H12Br2N2P in total, with properties calculated with ωB97M-V/def2-TZVPD.

Element x y z (Å)
C (-0.0276, -2.0337, 2.1515)
C (0.2121, 0.1631, 1.3708)
C (-2.2946, -1.7146, -2.2248)
C (-0.0125, -1.1143, -1.9361)
N (-0.4945, -1.0367, 1.3212)
N (-1.3379, -1.5154, -1.4130)
P (-1.9621, -1.4350, 0.4711)
Br (-3.0130, 0.5981, 0.3037)
Br (1.1438, -4.1881, -0.2892)
H (-0.4690, -3.0355, 1.9676)
H (1.0235, -2.1148, 1.9820)
H (-0.0003, -1.6130, 3.2235)
H (-0.1393, 0.9369, 0.5631)
H (0.0701, 0.5432, 2.4078)
H (1.2827, -0.0791, 1.0130)
H (-3.3157, -1.9235, -1.8406)
H (-2.2482, -1.7462, -3.3625)
H (2.0421, -4.8243, 0.5842)
H (0.0640, -0.0945, -2.1603)
H (0.6304, -1.4658, -1.0731)
H (0.1396, -1.7095, -2.7920)

## Properties
HOMO-LUMO gap ... 8.53 eV
Highest occupied orbital energy ... -13.1204 eV
Total charge ... +1
Energy relative to the best compared isomer or geometry (same formula, charge and spin) ... 9.6 kcal per mole


Record 5
Below is a cluster of 3 separate species, C4H12BrO2S2 in total, with properties calculated with ωB97M-V/def2-TZVPD.

Element x y z (Å)
Br (21.9870, 41.6140, 6.1500)
C (24.2460, 37.8850, 6.9770)
S (25.2330, 39.1830, 7.4890)
O (26.6590, 38.7690, 7.9750)
C (25.4490, 39.9460, 5.8720)
H (23.3690, 37.9180, 6.3890)
H (23.8660, 37.3070, 7.9130)
H (24.9720, 37.1810, 6.5560)
H (24.2140, 40.2250, 5.6350)
H (25.8970, 39.2140, 5.1590)
H (25.7430, 40.8390, 5.7400)
C (23.7640, 42.9830, 1.3540)
S (24.8760, 43.7060, 2.6830)
O (25.4550, 44.9680, 2.1390)
C (23.6940, 44.2120, 3.8920)
H (23.0680, 43.8100, 1.2570)
H (23.2180, 42.1260, 1.9170)
H (24.4440, 42.6920, 0.5390)
H (23.9830, 44.5560, 4.7930)
H (23.0840, 43.2040, 3.9930)
H (22.9980, 44.9740, 3.5410)

## Properties
HOMO-LUMO gap ... 7.56 eV
Highest occupied orbital energy ... -4.5371 eV
Total charge ... -1
Energy relative to the best compared isomer or geometry (same formula, charge and spin) ... 22.5 kcal per mole


Record 6
Below is the ion C4H12Cl2NSi with charge +1, with properties calculated with ωB97M-V/def2-TZVPD.

Element x y z (Å)
C (1.0408, -1.3838, 0.4036)
C (0.4271, -0.0109, 0.4544)
C (-0.7252, 0.1231, 1.4146)
N (1.4901, 0.9924, 0.8396)
C (-0.0599, 0.5352, -1.2142)
Si (-1.7406, -0.2034, -1.7935)
Cl (-1.7701, -0.1954, -3.7921)
Cl (-3.1678, 0.9715, -1.0036)
H (1.9181, -1.4164, -0.2390)
H (1.3206, -1.7148, 1.4054)
H (0.3194, -2.0955, 0.0146)
H (-1.4597, -0.6471, 1.2110)
H (-1.2227, 1.0837, 1.3166)
H (-0.3936, -0.0068, 2.4440)
H (1.0635, 1.9206, 0.9518)
H (2.2198, 1.0430, 0.1178)
H (1.9209, 0.7220, 1.7353)
H (0.7647, 0.2225, -1.8449)
H (-0.0909, 1.6177, -1.1542)
H (-1.8544, -1.5576, -1.2671)

## Properties
HOMO-LUMO gap ... 10.80 eV
SMILES ... CC(C)([NH3+])C[SiH](Cl)Cl
Highest occupied orbital energy ... -14.3678 eV
Total charge ... +1
Energy relative to the best compared isomer or geometry (same formula, charge and spin) ... 0.0 kcal per mole


Record 7
Below is a structure of composition C4H12Cl2O4STi, with properties calculated with ωB97M-V/def2-TZVPD.

Element x y z (Å)
Ti (-0.6084, -0.7394, -2.5445)
Cl (-2.1577, 1.3709, -2.1302)
Cl (-2.3910, -2.8644, -2.6229)
O (-2.1093, -0.7403, 1.6591)
S (-0.7110, -0.5926, 1.4281)
O (-0.1731, -0.6551, 0.1118)
O (-0.2328, 0.7703, 2.0792)
C (-1.1619, 1.8920, 1.8957)
C (-0.4972, 3.0987, 2.4777)
C (0.1696, -1.6909, 2.4868)
H (-2.1371, 1.6126, 2.3001)
H (-1.3816, 1.9395, 0.8217)
H (-0.0765, 2.8924, 3.4635)
H (-1.2125, 3.9172, 2.5455)
H (0.3584, 3.4003, 1.8723)
H (1.2352, -1.5588, 2.3301)
H (-0.1497, -2.7049, 2.2491)
H (-0.1385, -1.5194, 3.5150)
C (2.1656, -1.4579, -4.3126)
O (1.7395, -0.9165, -3.0624)
H (3.0239, -0.9216, -4.7354)
H (2.5687, -2.4721, -4.1976)
H (1.3487, -1.4608, -5.0256)
H (2.5288, -0.5993, -2.6048)

## Properties
HOMO-LUMO gap (spin up / spin down) ... 2.97 / 7.70 eV
Highest occupied orbital energy (spin up / spin down) ... -0.6466 / -5.4357 eV
Total charge ... -1
Spin multiplicity ... 4


Record 8
Below is the ion C4H12ClN2 with charge +1, with properties calculated with ωB97M-V/def2-TZVPD.

Element x y z (Å)
C (-1.6955, 0.6215, 0.0964)
N (-0.3249, -0.0086, -0.0005)
C (-0.5245, -1.2210, -0.8301)
N (0.2090, -0.3629, 1.3836)
C (0.6816, 0.9452, -0.5951)
C (2.4343, 0.4880, -0.4753)
Cl (2.5798, -0.9607, -1.4754)
H (-1.7575, 1.5333, 0.7124)
H (-2.2324, 0.6892, -0.8477)
H (-2.4262, -0.2160, 0.5343)
H (0.4269, -1.8958, -0.7705)
H (-1.3328, -1.7666, -0.5620)
H (-0.4364, -0.7409, -1.8294)
H (-0.4141, -1.2115, 1.7554)
H (-0.1381, 0.3701, 2.0374)
H (0.4894, 0.9537, -1.6244)
H (0.7149, 1.8918, -0.1140)
H (2.7276, 0.1860, 0.5636)
H (3.0061, 1.3384, -0.8627)

## Properties
HOMO-LUMO gap ... 11.24 eV
SMILES ... C[N+](C)(N)CCCl
Highest occupied orbital energy ... -14.2816 eV
Total charge ... +1
Energy relative to the best compared isomer or geometry (same formula, charge and spin) ... 52.6 kcal per mole


The following F_max values (in eV/A) correspond, in order, to the records above: 2.08, 5.45, 4.28, 6.63, 9.24, 3.88, 1.29, 6.27.